ORCA calculation (ωB97M-V/def2-TZVPD) on a molecular structure, C20H34CaCl3F6NO2S6SbSi.

Last column: Löwdin charge in e.
Atoms and positions in Å:
Ca -0.528 0.503 -0.752  1.1933
C -0.996 -1.736 3.586  -0.4843
C -0.586 -2.691 2.470  -0.5158
S 0.649 -2.091 1.290  0.8053
C 2.118 -1.740 2.289  -0.5159
C 2.138 -0.401 3.027  -0.5404
S 1.790 0.996 1.927  0.8560
C 1.441 2.217 3.232  -0.5042
C 0.482 3.331 2.836  -0.3793
S -1.676 2.671 1.049  0.2943
C -3.013 1.935 3.474  -0.3948
C -2.755 0.457 3.769  -0.4763
S -1.248 -0.071 2.917  0.8384
H -0.241 -1.718 4.375  0.0694
H -1.927 -2.089 4.032  0.0870
H -1.446 -2.888 1.827  0.0735
H -0.255 -3.641 2.892  0.0805
H 2.947 -1.787 1.579  0.0707
H 2.272 -2.553 3.001  0.0835
H 3.116 -0.274 3.495  0.0838
H 1.387 -0.395 3.819  0.0377
H 2.382 2.667 3.554  0.0851
H 1.048 1.657 4.080  0.0388
H 0.547 3.600 1.784  0.0398
H 0.665 4.203 3.466  0.0793
H -3.597 2.072 2.571  0.0479
H -3.493 2.414 4.328  0.0770
H -3.598 -0.130 3.402  0.0861
H -2.650 0.289 4.841  0.0786
C 1.202 -4.944 -4.245  -0.1812
Si 1.155 -3.224 -4.980  0.5045
C -0.553 -2.715 -5.537  -0.1728
C 2.313 -3.176 -6.453  -0.1898
C 1.825 -1.950 -3.733  -0.2180
C 2.991 -1.230 -3.999  -0.0565
C 3.455 -0.276 -3.109  -0.0171
C 2.704 -0.001 -1.970  -0.1298
N 1.579 -0.641 -1.693  -0.0464
C 1.167 -1.627 -2.526  -0.7058
S -0.249 -2.467 -2.000  0.8327
H 0.923 -5.676 -5.008  0.0345
H 0.515 -5.048 -3.406  0.0077
H 2.209 -5.193 -3.900  0.0350
H -0.900 -3.379 -6.334  0.0363
H -0.542 -1.697 -5.934  0.0419
H -1.282 -2.749 -4.727  0.0115
H 1.966 -3.899 -7.196  0.0355
H 3.338 -3.452 -6.188  0.0338
H 2.334 -2.196 -6.935  0.0372
H 3.543 -1.417 -4.912  0.0974
H 4.363 0.280 -3.299  0.1124
H 2.991 0.782 -1.278  0.0972
F -2.254 -0.748 0.127  -0.5250
Sb -3.887 -0.739 -0.939  1.3711
F -4.885 -0.632 0.648  -0.3451
F -3.629 1.133 -1.008  -0.3757
F -5.379 -0.681 -2.057  -0.3353
F -2.616 -0.776 -2.382  -0.4180
F -3.872 -2.617 -0.893  -0.3500
C -0.991 2.682 4.985  -0.2065
S -1.382 2.919 3.115  0.5180
C -1.991 4.603 3.349  -0.2096
H -1.872 2.990 5.544  0.0540
H -0.134 3.282 5.285  0.0565
H -0.792 1.629 5.172  0.0338
H -1.255 5.165 3.919  0.0653
H -2.931 4.550 3.894  0.0671
H -2.139 5.019 2.359  0.0484
Cl 1.060 3.938 -4.245  0.6184
C 1.382 3.799 -2.521  -1.5009
Cl 3.143 3.731 -2.261  0.5949
Cl 0.708 5.199 -1.665  0.6106
C 0.726 2.522 -1.903  -0.8813
O -0.094 1.876 -2.589  -0.1314
O 1.063 2.240 -0.734  -0.2545

## Properties
E_tot: -6564.1538 Eh
Energy above the lowest of the compared OMol25 structures with the same formula, charge and spin: 413.75 kJ/mol
⟨S²⟩: 0.772
Spin multiplicity: 2
Kohn-Sham gap (spin up / spin down): 7.45 / 5.23 eV